--- P ---
DFT (ωB97M-V/def2-TZVPD) results for the molecule C4H6ClNOS.

The gap between HOMO and LUMO is 9.42 eV. Its spin multiplicity is 1. For the LUMO energy, the calculation gives 0.255 eV. As for the SMILES: CC(=C=O)CSNCl.

CARTESIAN COORDINATES (ANGSTROEM)
C1 -1.21260 0.30662 1.07827
C2 -0.54322 -0.49886 -0.01090
C3 -0.50128 -1.79921 -0.09131
O1 -0.36352 -2.95468 -0.07473
C4 -0.23186 0.30700 -1.31490
S1 1.03491 1.48942 -0.94870
N1 2.00675 0.98364 0.29142
Cl1 3.39776 -0.12251 -0.05183
H1 -0.44261 1.00873 1.23936
H2 -1.40996 -0.36437 1.92825
H3 -2.21813 0.88333 0.81136
H4 0.14001 -0.39824 -2.14396
H5 -1.21125 0.75961 -1.68541
H6 1.55500 0.39953 0.97309

***

--- Q ---
DFT (ωB97M-V/def2-TZVPD) results for the molecule C4H6ClNOS.

The gap between HOMO and LUMO is 9.44 eV. Its spin multiplicity is 1. For the LUMO energy, the calculation gives 0.648 eV. As for the SMILES: C=C(Cl)/C(=N\S)OC.

CARTESIAN COORDINATES (ANGSTROEM)
C1 -1.23495 -2.03486 0.82010
C2 -1.21762 -0.85556 0.15483
Cl1 -2.60518 -0.49586 -0.80062
C3 -0.11588 0.12880 0.00704
N1 1.05301 -0.15914 -0.28423
S1 1.54006 -1.76182 -0.54679
O1 -0.49546 1.40404 0.12557
C4 0.53699 2.34184 -0.10908
H1 -0.40684 -2.39198 1.47214
H2 -2.19698 -2.65050 0.85929
H3 2.72024 -1.37853 -1.17797
H4 0.13030 3.36831 0.14716
H5 0.89148 2.36634 -1.13690
H6 1.40082 2.11891 0.46945

***

Which one is the most stable? From the structures above, Q.